1.
The following is a DFT calculation (the ωB97M-V functional and the def2-TZVPD basis) of a structure of composition C38H46N5O2ScSi at a distorted geometry.

Each line ends with the Löwdin charge.
Positions of all 93 atoms, in Å:
Sc1 0.42227 0.85796 -0.55924  0.959
C1 3.56741 1.28795 -0.22065  -0.095
N1 2.54815 0.37508 0.32953  -0.193
C2 2.35164 0.65261 1.76198  -0.107
C3 1.65082 1.97245 1.97821  -0.266
C4 1.80633 2.66399 3.16847  0.006
C5 1.07175 3.81859 3.38189  0.000
C6 0.20241 4.25062 2.38990  -0.013
C7 0.11719 3.51823 1.22469  -0.090
N2 0.82847 2.40265 1.00793  0.036
C8 2.89786 -1.04110 0.07101  -0.063
C9 1.99398 -1.74287 -0.91875  -0.222
C10 2.23411 -3.07346 -1.22566  0.006
C11 1.43497 -3.70462 -2.15950  -0.016
C12 0.40276 -2.99054 -2.75481  -0.018
C13 0.21690 -1.67749 -2.38390  -0.087
N3 0.99803 -1.05583 -1.48698  0.016
C14 3.39828 1.43389 -1.70923  -0.235
C15 4.49300 1.57317 -2.54929  0.017
C16 4.28701 1.66962 -3.91500  -0.010
C17 2.98588 1.60376 -4.39353  -0.020
C18 1.95387 1.47939 -3.48554  -0.108
N4 2.13966 1.41360 -2.16133  0.053
H1 4.57650 0.92900 -0.00048  0.142
H2 3.46199 2.26647 0.25336  0.141
H3 3.29729 0.64609 2.31372  0.153
H4 1.70316 -0.12535 2.16946  0.106
H5 2.48440 2.29198 3.92520  0.136
H6 1.17240 4.37033 4.30676  0.130
H7 -0.39842 5.13929 2.51857  0.124
H8 -0.54831 3.82619 0.42768  0.113
H9 2.88143 -1.60843 1.00260  0.127
H10 3.91782 -1.10320 -0.31722  0.145
H11 3.03639 -3.60608 -0.73226  0.135
H12 1.60148 -4.74288 -2.41265  0.129
H13 -0.25100 -3.44722 -3.48383  0.123
H14 -0.58594 -1.08752 -2.81376  0.122
H15 5.49192 1.59468 -2.13380  0.130
H16 5.12360 1.77657 -4.59220  0.128
H17 2.77635 1.63923 -5.45343  0.121
H18 0.92766 1.41745 -3.83065  0.115
C19 -2.45298 0.67844 3.18266  -0.078
C20 -1.58079 -0.56742 3.38814  -0.586
C21 -0.33586 -0.16394 4.18378  -0.077
C22 -2.35530 -1.61307 4.19975  -0.078
Si1 -1.21353 -1.27439 1.63953  0.563
O1 -0.52689 -0.13078 0.69988  -0.333
C23 -2.87464 -1.78662 0.91452  -0.236
C24 -3.51334 -0.97405 -0.02357  -0.102
C25 -4.76650 -1.29962 -0.52356  -0.083
C26 -5.40300 -2.45425 -0.09416  -0.071
C27 -4.78144 -3.27988 0.83370  -0.061
C28 -3.53136 -2.94696 1.33245  -0.108
C29 -0.11596 -2.82795 1.62078  -0.199
C30 1.01594 -2.98598 2.42795  -0.112
C31 1.76413 -4.15558 2.41628  -0.076
C32 1.38164 -5.21419 1.60395  -0.074
C33 0.25876 -5.08597 0.79879  -0.078
C34 -0.47159 -3.90565 0.80298  -0.100
H19 -2.74704 1.09801 4.14924  0.094
H20 -3.36493 0.43823 2.63127  0.081
H21 -1.91075 1.45092 2.62666  0.066
H22 -0.63519 0.21243 5.16671  0.096
H23 0.21333 0.63287 3.68149  0.048
H24 0.33452 -1.00740 4.35711  0.069
H25 -2.53677 -1.24438 5.21340  0.093
H26 -1.79493 -2.54873 4.28273  0.087
H27 -3.32430 -1.82612 3.74905  0.074
H28 -3.01303 -0.06580 -0.35105  0.085
H29 -5.25364 -0.64894 -1.23971  0.101
H30 -6.38117 -2.71015 -0.47914  0.110
H31 -5.27262 -4.18416 1.16929  0.112
H32 -3.05953 -3.60299 2.05563  0.109
H33 1.31196 -2.19170 3.10423  0.079
H34 2.62334 -4.25510 3.06861  0.110
H35 1.94616 -6.13785 1.61524  0.112
H36 -0.06212 -5.91713 0.18218  0.113
H37 -1.34937 -3.82824 0.17222  0.099
C35 -2.65020 1.95847 -3.72216  0.012
N5 -1.68682 3.04722 -3.55523  -0.107
C36 -1.79700 4.16078 -4.49785  -0.001
C37 -0.79616 3.02351 -2.58408  -0.450
C38 0.08047 4.22772 -2.38622  0.031
O2 -0.72612 2.03631 -1.79370  -0.109
H38 -3.65683 2.37308 -3.74965  0.111
H39 -2.57480 1.26577 -2.89125  0.080
H40 -2.46544 1.43132 -4.65868  0.109
H41 -2.48657 3.87462 -5.28567  0.103
H42 -0.83723 4.38752 -4.95834  0.099
H43 -2.17895 5.06080 -4.01548  0.111
H44 -0.52994 5.08005 -2.07969  0.113
H45 0.59544 4.50927 -3.30301  0.098
H46 0.81744 4.02341 -1.61521  0.077

Its gap between HOMO and LUMO is 7.9375 eV. The total charge is +2.

2.
The following is a DFT calculation (the ωB97M-V functional and the def2-TZVPD basis) of a structure of composition C35H32CrN2OPS2 at a distorted geometry.

Each line ends with the Löwdin charge.
Positions of all 74 atoms, in Å:
Cr1 -0.63883 -0.14362 0.96969  0.191
C1 0.18907 -2.78252 -0.11441  -0.067
N1 -1.01863 -1.96962 -0.20181  -0.230
C2 -2.16523 -2.64952 0.42369  -0.135
C3 -2.25603 -2.39812 1.92889  -0.163
N2 -2.44393 -0.97382 2.20179  -0.217
C4 -3.80173 -0.52962 1.87899  -0.077
C5 -2.22043 -0.60102 3.57859  -0.292
C6 -2.73913 -1.34342 4.62889  -0.034
C7 -2.67733 -0.87502 5.92899  -0.093
C8 -2.11893 0.36858 6.18049  -0.095
C9 -1.57853 1.10658 5.14779  -0.112
C10 -1.60093 0.63058 3.83519  -0.583
S1 -0.91193 1.60448 2.55939  0.700
C11 -1.40223 -1.65682 -1.56891  -0.296
C12 -1.38553 -2.61322 -2.57281  -0.034
C13 -1.94083 -2.34922 -3.81221  -0.090
C14 -2.53253 -1.11932 -4.05761  -0.090
C15 -2.54663 -0.15762 -3.07291  -0.113
C16 -1.99383 -0.40872 -1.81471  -0.588
S2 -2.11253 0.79648 -0.56831  0.718
H1 0.07157 -3.76202 -0.58691  0.090
H2 0.44847 -2.94172 0.93199  0.090
H3 1.01307 -2.24692 -0.59111  0.068
H4 -2.11743 -3.73182 0.23719  0.138
H5 -3.07483 -2.27392 -0.05161  0.127
H6 -1.33733 -2.71482 2.43189  0.125
H7 -3.09073 -3.00312 2.31359  0.127
H8 -4.54263 -1.11382 2.43769  0.102
H9 -4.00253 -0.61432 0.81379  0.053
H10 -3.90533 0.51928 2.15059  0.102
H11 -3.21403 -2.29522 4.43629  0.108
H12 -3.09653 -1.46522 6.72959  0.097
H13 -2.10153 0.75658 7.18829  0.099
H14 -1.13993 2.07668 5.32259  0.096
H15 -0.95213 -3.58542 -2.39701  0.105
H16 -1.94073 -3.11502 -4.57051  0.097
H17 -2.98923 -0.91842 -5.01561  0.102
H18 -3.01053 0.80288 -3.23181  0.101
O1 0.50477 -1.15122 2.40159  -0.015
C17 1.12027 -0.33042 1.71839  -0.426
C18 2.45287 -0.02692 1.43309  -0.203
C19 3.52687 -0.17592 2.33489  0.008
C20 4.79087 0.17378 1.93499  -0.067
C21 5.02687 0.63068 0.63659  -0.049
C22 3.99577 0.72398 -0.28211  -0.050
C23 2.69757 0.42488 0.10299  -0.277
P1 1.21597 0.49138 -0.95121  1.130
C24 0.78257 2.26278 -0.90411  -0.403
C25 -0.06623 2.74088 -1.90241  -0.172
C26 -0.45823 4.06268 -1.89971  -0.076
C27 -0.01983 4.90948 -0.89381  -0.080
C28 0.81337 4.43298 0.10389  -0.074
C29 1.22437 3.11078 0.10139  -0.089
C30 2.04077 0.44788 -2.61571  -0.332
C31 2.37977 1.58898 -3.33861  -0.089
C32 3.03137 1.48668 -4.55341  -0.075
C33 3.36707 0.24448 -5.06391  -0.085
C34 3.03017 -0.89932 -4.35691  -0.082
C35 2.36557 -0.79772 -3.14741  -0.094
H19 3.33087 -0.53952 3.33359  0.126
H20 5.61737 0.09468 2.62689  0.107
H21 6.02587 0.91338 0.34689  0.107
H22 4.20497 1.03578 -1.29521  0.109
H23 -0.41123 2.06428 -2.67511  0.101
H24 -1.10453 4.43858 -2.67851  0.106
H25 -0.33083 5.94348 -0.89281  0.101
H26 1.13547 5.09698 0.89109  0.104
H27 1.88507 2.74018 0.87399  0.106
H28 2.13887 2.56508 -2.94681  0.102
H29 3.28177 2.38638 -5.09891  0.106
H30 3.88937 0.17068 -6.00611  0.102
H31 3.28787 -1.86972 -4.75691  0.103
H32 2.10537 -1.69992 -2.60781  0.094

The spin multiplicity is 2. Its gap between HOMO and LUMO (alpha / beta) is 6.3831 / 6.5304 eV. The total charge is 0.

3.
The following is a DFT calculation (the ωB97M-V functional and the def2-TZVPD basis) of a cluster of 2 separate species, C3H10S2 in total at a distorted geometry.

Each line ends with the Löwdin charge.
Positions of all 15 atoms, in Å:
C1 -1.16935 -0.83827 2.91626  -0.457
S1 0.53052 -0.09808 3.07348  0.575
H1 -1.87948 -0.01891 3.00228  0.020
H2 -1.40650 -1.37972 2.01606  0.018
H3 -1.21470 -1.42189 3.82610  0.005
H4 1.13888 -1.22792 2.62465  -0.157
C2 1.25866 0.47159 -2.55522  -0.162
C3 0.34115 0.44145 -1.33572  -0.673
S2 -1.40651 0.01969 -1.43673  0.665
H5 0.85144 1.14822 -3.31635  0.065
H6 1.33557 -0.49104 -3.05460  0.068
H7 2.17161 0.95452 -2.23080  0.068
H8 0.83552 -0.11888 -0.53779  0.053
H9 0.36861 1.43522 -0.87315  0.059
H10 -1.75542 1.12402 -2.11845  -0.147

Its gap between HOMO and LUMO is 9.8953 eV. The total charge is 0. As for the SMILES: CCS.CS.

4.
The following is a DFT calculation (the ωB97M-V functional and the def2-TZVPD basis) of an isolated molecule of C6H11BO5 at a distorted geometry.

Each line ends with the Löwdin charge.
Positions of all 23 atoms, in Å:
B1 1.50751 -1.11190 0.97762  -0.642
C1 -1.71936 -0.48674 -0.05654  -0.145
C2 -0.82616 0.00277 -1.23128  -0.262
C3 0.42400 0.48211 -0.43774  -0.379
C4 -0.08747 0.62733 1.04652  -0.440
C5 -0.53619 -1.03135 -2.23769  -0.077
C6 0.16240 1.93506 1.86318  0.052
O1 1.50826 -0.59000 -0.32887  0.149
O2 0.52004 -0.37902 1.81161  0.126
O3 -1.49122 0.40326 1.02300  -0.010
O4 2.26530 -2.14643 1.37204  0.251
O5 0.93005 1.66194 -0.80988  0.119
H1 -2.80548 -0.48725 -0.46769  0.163
H2 -1.41980 -1.50709 0.07646  0.118
H3 -1.36058 1.00459 -1.71174  0.212
H4 0.34632 -1.89896 -1.91517  0.174
H5 -0.08530 -0.64208 -3.14560  0.074
H6 -1.38181 -1.61544 -2.46873  0.055
H7 1.28490 2.31439 1.86551  0.146
H8 -0.18045 1.77626 2.79217  0.039
H9 -0.43151 2.67429 1.35959  0.080
H10 2.03628 -2.42909 2.23364  0.097
H11 1.34027 1.44335 -1.61039  0.100

Its gap between HOMO and LUMO is 10.8498 eV. The total charge is 0. As for the SMILES: C[C@H]1CO[C@@]2(C)OB(O)O[C@@]12O.

Sequential ΔE to the lowest compared entry with this formula, charge and spin output: 0.233 0.595 0.647 1.661 eV